(1)
Formula: C22H23ClN4O3S2
Source: OMol25
Level of theory: wB97M-V/def2-TZVPD

Atoms and positions in Å:
Cl1 -6.12293 4.27049 0.70848
S1 5.75328 -0.50709 2.08836
S2 8.16891 2.10420 -0.19508
O1 8.21952 3.53773 -0.19474
O2 9.33860 1.38723 -0.61281
O3 -1.33557 -3.20351 1.02962
N1 5.07469 -0.17642 -0.42149
N2 -2.43223 -1.32434 0.45249
N3 3.33230 -0.82065 1.00626
N4 -4.85623 -0.47203 -0.74843
C1 -5.52275 1.75465 -0.00577
C2 -8.06637 0.81090 0.51306
C3 -1.32782 -2.10436 0.50520
C4 -4.72681 -1.81266 -0.21285
C5 1.22277 -0.91490 -2.02325
C6 -7.09697 -0.04915 0.04328
C7 -3.70044 -1.83437 0.92940
C8 7.08467 0.08386 0.99700
C9 7.59751 1.44389 1.40262
C10 2.24844 -0.97138 0.14337
C11 1.03883 -1.38961 0.69241
C12 2.33528 -0.72580 -1.22361
C13 -6.51398 2.60158 0.45519
C14 4.59950 -0.49048 0.70356
C15 -0.07734 -1.55684 -0.11153
C16 0.01894 -1.32967 -1.48099
C17 6.71842 1.48321 -1.09143
C18 -3.57596 0.00770 -1.21680
C19 -2.52687 0.00912 -0.09161
C20 -5.79574 0.39983 -0.22158
C21 6.46907 0.12104 -0.45754
C22 -7.79223 2.15194 0.72858
H1 6.92127 1.42612 -2.15435
H2 -4.54427 2.16897 -0.18295
H3 -8.54848 2.82717 1.09283
H4 5.90341 2.17521 -0.89776
H5 6.96613 -0.64915 -1.06003
H6 -3.53663 -2.85084 1.29025
H7 1.29866 -0.73948 -3.08570
H8 -2.85093 0.68876 0.70694
H9 8.41116 1.40578 2.11884
H10 -3.68235 0.99804 -1.65677
H11 3.27479 -0.40664 -1.64138
H12 -7.36143 -1.07757 -0.14433
H13 -1.55673 0.33754 -0.46316
H14 -4.05967 -1.20660 1.75386
H15 -9.05976 0.43527 0.70636
H16 -3.24326 -0.67789 -2.00459
H17 -5.68263 -2.17494 0.15727
H18 -0.83616 -1.49530 -2.11892
H19 0.96276 -1.59771 1.75004
H20 -4.38857 -2.47448 -1.01697
H21 7.89383 -0.64642 1.03567
H22 6.81100 2.10779 1.75246
H23 3.15738 -1.05779 1.97302

Summary:
Charge = 0
Energy above the lowest of the compared OMol25 structures with the same formula, charge and spin = 0.0 kcal per mole
DFT total energy = -69483.62280 eV
SMILES = O=C(c1cccc(NC2=N[C@H]3CS(=O)(=O)C[C@H]3S2)c1)N1CCN(c2cccc(Cl)c2)CC1

Results of the Mulliken charge analysis, in e, for atoms 1 through 4: number 1, Cl, carries -0.233; number 2, S, carries -0.311; number 3, S, carries 1.075; number 4, O, carries -0.657

=====

(2)
Formula: C22H23N3O4
Source: OMol25
Level of theory: wB97M-V/def2-TZVPD

Atoms and positions in Å:
O1 -3.19316 -2.10676 1.71674
O2 1.32290 -2.02494 1.18402
O3 -3.85255 1.91579 -1.38455
O4 0.13412 -1.63640 -1.37674
N1 -2.32418 1.47758 0.21220
N2 -1.05655 1.49545 0.69196
N3 -2.68803 -1.49739 -0.38970
C1 3.65281 1.99984 0.45214
C2 -1.91182 -2.67908 -0.66412
C3 -0.41060 -2.51978 -0.40960
C4 1.46546 -1.36830 -1.14242
C5 2.23958 -0.88695 -2.18862
C6 -1.54877 2.45088 -1.86390
C7 -3.30834 -1.31948 0.80140
C8 -0.25730 1.69010 -1.58537
C9 -4.16344 -0.06891 0.87552
C10 2.04654 -1.59325 0.10863
C11 1.27281 1.61799 0.52064
C12 -2.69159 1.91985 -1.02492
C13 -0.07498 -1.99103 0.98599
C14 -3.33678 1.17763 1.21048
C15 3.41047 -1.38407 0.27139
C16 2.42204 1.98877 -0.17654
C17 2.63109 1.26541 2.48770
C18 3.76501 1.63646 1.78239
C19 4.17723 -0.92446 -0.78062
C20 -0.05314 1.61024 -0.09616
C21 3.58972 -0.65801 -2.00638
C22 1.39994 1.26087 1.86727
H1 -0.33311 0.66432 -1.96320
H2 2.70876 0.97865 3.52575
H3 -4.01674 2.03223 1.28667
H4 -2.28367 -3.46668 -0.00312
H5 -0.44196 -0.96177 1.08178
H6 -2.76924 -0.79890 -1.11029
H7 -2.80753 1.04438 2.15503
H8 4.53012 2.29575 -0.10359
H9 3.84187 -1.58381 1.23867
H10 -1.83159 2.40231 -2.91582
H11 -1.42699 3.50719 -1.59862
H12 4.18438 -0.28694 -2.82672
H13 2.37099 2.28227 -1.21315
H14 1.76503 -0.71367 -3.14198
H15 4.72970 1.64381 2.26729
H16 -4.68374 0.09320 -0.06872
H17 0.57646 2.16871 -2.09390
H18 5.23543 -0.76787 -0.64067
H19 -4.89581 -0.21019 1.67042
H20 0.06600 -3.50704 -0.52645
H21 -2.05778 -2.97001 -1.70693
H22 -0.52350 -2.60924 1.76388
H23 0.51398 0.97944 2.41354

Summary:
Charge = 0
Energy above the lowest of the compared OMol25 structures with the same formula, charge and spin = 55.0 kcal per mole
DFT total energy = -35848.16994 eV
SMILES = O=C(CCN1N=C(c2ccccc2)CCC1=O)NC[C@@H]1COc2ccccc2O1

Results of the Mulliken charge analysis, in e, for atoms 1 through 4: number 1, O, carries -0.673; number 2, O, carries -0.464; number 3, O, carries -0.651; number 4, O, carries -0.389

=====

(3)
Formula: C22H23N3O4
Source: OMol25
Level of theory: wB97M-V/def2-TZVPD

Atoms and positions in Å:
O1 -3.24278 2.97010 -0.01614
O2 1.25170 3.31123 0.41054
O3 2.68634 0.21710 2.47678
O4 0.73508 0.63919 -1.61866
N1 -0.96268 3.13473 0.12966
N2 1.43767 0.54046 0.56946
N3 -1.95289 1.57630 -1.26064
C1 5.35251 -1.48218 -0.74710
C2 -2.99774 -0.62331 -1.47742
C3 -3.03618 0.83195 -1.87097
C4 4.71920 -1.03563 0.40965
C5 -0.90558 0.39521 1.33454
C6 -1.76434 -2.59768 3.65339
C7 -3.97597 -2.52715 -0.37908
C8 -2.16974 2.53669 -0.35580
C9 3.49394 -0.77329 -2.12531
C10 -2.88524 -3.30215 -0.73493
C11 0.24880 2.63777 0.49691
C12 3.47369 -0.46023 0.27457
C13 1.56050 0.33310 -0.78556
C14 -0.70467 -0.67425 2.40898
C15 -1.84821 -2.73882 -1.46052
C16 2.55874 0.11632 1.28680
C17 4.75191 -1.35371 -1.98958
C18 2.86820 -0.33062 -0.97910
C19 0.34142 1.26499 1.18727
C20 -4.02860 -1.19215 -0.74337
C21 -1.90617 -1.40828 -1.83470
C22 -1.95874 -1.52520 2.58909
H1 -0.94780 -3.26245 3.37995
H2 5.18217 -1.12962 1.37934
H3 -4.78487 -2.96124 0.18960
H4 -2.95048 0.92357 -2.95991
H5 0.13109 -1.32122 2.13102
H6 -2.21351 -1.99724 1.63796
H7 -1.14189 -0.09808 0.39149
H8 -1.52864 -2.14502 4.61379
H9 -1.74965 1.02790 1.61370
H10 5.26944 -1.70753 -2.86855
H11 -2.79299 -0.87916 2.87044
H12 -2.66800 -3.19170 3.76563
H13 -0.44961 -0.19817 3.35819
H14 -2.84144 -4.34175 -0.44569
H15 -0.99397 -3.33912 -1.73832
H16 -1.09730 -0.97197 -2.40332
H17 3.02335 -0.66695 -3.09023
H18 -1.00186 1.29645 -1.48551
H19 0.70590 1.51065 2.19772
H20 6.33023 -1.93430 -0.67481
H21 -0.95682 4.14257 0.01308
H22 -3.96928 1.29598 -1.54485
H23 -4.87529 -0.58673 -0.45584

Summary:
Charge = 0
Energy above the lowest of the compared OMol25 structures with the same formula, charge and spin = 6.5 kcal per mole
DFT total energy = -35850.27362 eV
SMILES = CCCC[C@H](C(=O)NC(=O)NCc1ccccc1)N1C(=O)c2ccccc2C1=O

Results of the Mulliken charge analysis, in e, for atoms 1 through 4: number 1, O, carries -0.653; number 2, O, carries -0.662; number 3, O, carries -0.642; number 4, O, carries -0.835

=====

(4)
Formula: C22H23N3O4S
Source: OMol25
Level of theory: wB97M-V/def2-TZVPD

Atoms and positions in Å:
S1 0.92534 1.99221 0.45136
O1 0.04156 0.76938 -4.12559
O2 1.09899 -2.93117 0.62758
O3 -2.36660 -1.54583 -0.07312
O4 -3.00354 -0.41338 1.82468
N1 0.93709 -0.66791 0.55704
N2 0.10586 0.50785 2.39353
N3 0.05723 2.52382 -2.71234
C1 0.18505 -1.86149 2.52643
C2 -0.63663 -2.99988 4.47687
C3 -1.38946 2.60776 -2.62190
C4 0.77328 -1.90729 1.18363
C5 -1.89537 0.46265 -1.44562
C6 2.92769 -0.29368 -0.86405
C7 -0.16088 -0.63465 3.10241
C8 1.44998 -0.67595 -0.80714
C9 3.53519 -0.47140 -2.25853
C10 -2.67810 1.86441 0.88884
C11 -0.05524 -3.04315 3.22772
C12 2.17554 1.48642 -3.26734
C13 2.69023 0.04677 -3.42528
C14 -2.27554 2.53776 -0.26309
C15 -1.89344 1.86187 -1.41091
C16 0.64394 0.52369 1.14602
C17 -0.74967 -0.59623 4.36506
C18 -2.67451 0.49282 0.84250
C19 0.66038 1.53321 -3.41138
C20 -0.98544 -1.77535 5.03971
C21 -2.95729 -1.67785 1.19809
C22 -2.28677 -0.19613 -0.30787
H1 1.82738 -0.60614 -3.56939
H2 -1.59933 -0.07031 -2.33410
H3 -1.78324 2.15345 -3.53457
H4 -1.67813 3.66010 -2.57727
H5 0.84823 0.02195 -1.39042
H6 -2.36817 -2.37243 1.81149
H7 2.46697 1.91127 -2.30833
H8 -2.97867 2.39383 1.77778
H9 0.22187 -3.97577 2.76061
H10 3.04017 0.74019 -0.53464
H11 -1.01950 0.35500 4.79780
H12 -3.98429 -2.07075 1.08933
H13 -1.44470 -1.74642 6.01606
H14 -0.12927 1.41062 2.78577
H15 3.48097 -0.92241 -0.16210
H16 2.58725 2.12736 -4.04961
H17 -2.25870 3.61672 -0.25398
H18 3.29291 -0.03326 -4.33120
H19 3.71305 -1.53481 -2.43182
H20 0.57572 2.99686 -1.98745
H21 1.30845 -1.68954 -1.18578
H22 -0.82440 -3.91352 5.01865
H23 4.50658 0.02875 -2.26414

Summary:
Charge = 0
Energy above the lowest of the compared OMol25 structures with the same formula, charge and spin = 0.0 kcal per mole
DFT total energy = -46684.72064 eV
SMILES = O=C(CCCCCn1c(=S)[nH]c2ccccc2c1=O)NCc1ccc2c(c1)OCO2

Results of the Mulliken charge analysis, in e, for atoms 1 through 4: number 1, S, carries -0.492; number 2, O, carries -0.653; number 3, O, carries -0.690; number 4, O, carries -0.534